{
  "formula": "C18H20N4OS",
  "method": "ωB97M-V with the def2-TZVPD basis set",
  "lumo_energy_ev": 0.2848,
  "smiles": "CC(C)(C)C(=O)CSc1ncnc2c1cnn2Cc1ccccc1",
  "e_homo_ev": -8.7,
  "gap_ha": 0.33062,
  "relative_energy_kcal_mol": 26.8,
  "elements": ["C", "H", "H", "H", "C", "C", "O", "C", "H", "H", "S", "C", "N", "C", "N", "C", "N", "N", "C", "C", "H", "C", "C", "C", "C", "C", "C", "C", "H", "H", "H", "H", "H", "H", "H", "H", "C", "H", "H", "H", "C", "H", "H", "H"],
  "coordinates": [[0.6072, -5.5560, -1.1083], [0.9984, -6.2009, -0.3240], [0.4926, -6.1562, -2.0086], [1.3309, -4.7730, -1.3196], [-0.7524, -4.9804, -0.7163], [-0.7301, -4.1426, 0.5613], [-1.7356, -3.9120, 1.1818], [0.5943, -3.5704, 1.0347], [1.3505, -4.3444, 1.1484], [0.4361, -3.0269, 1.9666], [1.2745, -2.3778, -0.1621], [0.3441, -0.9523, 0.2344], [-0.4077, -0.9715, 1.3174], [-1.1332, 0.0999, 1.6204], [-1.2068, 1.2332, 0.9623], [-0.4336, 1.2648, -0.1254], [-0.2866, 2.2575, -1.0204], [0.5771, 1.9112, -1.9852], [0.9912, 0.6922, -1.7463], [0.3920, 0.1928, -0.5681], [1.6870, 0.2065, -2.4001], [-0.8637, 3.5781, -0.9649], [-0.0191, 4.4779, -0.0962], [0.8983, 5.3517, -0.6617], [1.6957, 6.1436, 0.1465], [1.5862, 6.0611, 1.5240], [0.6788, 5.1827, 2.0929], [-0.1212, 4.3928, 1.2867], [-0.8247, 3.6994, 1.7243], [0.5940, 5.1131, 3.1673], [2.2089, 6.6789, 2.1541], [2.4051, 6.8244, -0.3003], [0.9892, 5.4099, -1.7365], [-1.8702, 3.4811, -0.5498], [-0.9087, 3.9550, -1.9884], [-1.7322, 0.0156, 2.5165], [-1.2719, -4.0568, -1.8308], [-2.2169, -3.6060, -1.5358], [-0.5580, -3.2648, -2.0447], [-1.4298, -4.6324, -2.7401], [-1.7530, -6.1234, -0.5056], [-1.8947, -6.6745, -1.4318], [-2.7111, -5.7267, -0.1808], [-1.3906, -6.8100, 0.2567]],
  "forces_ev_per_angstrom": [[-0.15, 0.11, 0.12], [0.10, -0.10, 0.06], [0.01, -0.05, -0.08], [0.12, 0.00, -0.07], [-0.36, -0.14, -0.22], [0.35, -0.03, 0.00], [-0.15, -0.03, 0.07], [0.03, 0.43, 0.09], [0.03, 0.01, -0.02], [0.03, -0.20, -0.06], [0.29, -0.13, -0.01], [-0.10, 0.02, 0.15], [0.27, -0.45, -0.06], [-0.24, 0.30, 0.12], [-0.21, 0.54, -0.06], [0.44, -1.05, -0.04], [-0.24, -0.45, 0.17], [0.40, 0.15, -0.62], [-0.04, 0.00, 0.05], [-0.58, 0.56, 0.45], [0.16, -0.02, -0.22], [0.03, 0.38, 0.12], [-0.07, 0.08, -0.06], [-0.08, -0.03, 0.01], [0.08, 0.06, -0.01], [0.06, 0.04, 0.03], [0.00, -0.01, 0.07], [-0.04, 0.05, 0.00], [-0.08, -0.05, 0.05], [-0.01, 0.00, 0.09], [0.05, 0.05, 0.05], [0.06, 0.06, -0.03], [0.00, 0.00, -0.12], [0.08, 0.01, -0.12], [-0.08, -0.10, 0.12], [-0.08, 0.02, 0.08], [0.03, -0.03, 0.06], [-0.09, 0.03, 0.00], [0.00, 0.05, -0.06], [-0.03, -0.09, -0.11], [0.05, 0.21, 0.05], [0.03, -0.07, -0.12], [-0.06, -0.02, 0.01], [0.00, -0.12, 0.08]]
}

***

{
  "formula": "C18H20N5O4Ru",
  "method": "ωB97M-V with the def2-TZVPD basis set",
  "lumo_energy_ev": [-6.1248, -6.1401],
  "e_homo_ev": [-11.7, -11.6],
  "gap_ha": [0.20416, 0.20229],
  "total_charge": 1,
  "elements": ["Ru", "N", "C", "C", "O", "N", "C", "C", "O", "O", "H", "H", "H", "H", "H", "H", "C", "C", "C", "C", "C", "C", "N", "N", "C", "C", "C", "C", "C", "C", "H", "H", "H", "H", "H", "H", "H", "H", "H", "C", "C", "N", "O", "H", "H", "H", "H", "H"],
  "coordinates": [[0.5290, 0.2314, -0.3371], [-0.7157, 2.0071, 0.3691], [-0.4103, 3.2541, -0.3403], [1.0080, 3.1988, -0.8638], [1.7448, 4.1497, -0.8685], [1.3653, 1.9351, -1.3522], [2.6993, 1.7521, -1.6111], [3.3781, 1.2892, -0.0460], [4.5491, 1.4903, 0.0038], [2.4794, 0.8259, 0.6809], [-1.7187, 1.8609, 0.4115], [-0.3866, 2.0624, 1.3273], [-0.5152, 4.1381, 0.2874], [-1.0802, 3.3656, -1.1948], [3.2488, 2.6515, -1.8733], [2.9224, 0.8847, -2.2277], [-4.9148, 0.5677, -1.3330], [-4.7351, -0.5633, -0.5504], [-3.4676, -1.0841, -0.3471], [-2.3734, -0.4525, -0.9262], [-2.5494, 0.6839, -1.7178], [-3.8203, 1.1905, -1.9212], [-1.0574, -0.9683, -0.7976], [-0.8789, -2.1881, -1.0059], [0.4401, -2.5795, -0.9505], [0.7851, -3.8930, -1.2640], [2.1215, -4.2398, -1.2910], [3.0847, -3.2834, -0.9905], [2.7318, -1.9754, -0.6605], [1.4022, -1.5824, -0.6554], [-5.9079, 0.9656, -1.4899], [-5.5924, -1.0521, -0.1082], [-3.3209, -1.9674, 0.2598], [-1.6829, 1.1098, -2.2119], [-3.9682, 2.0595, -2.5485], [0.0012, -4.6036, -1.4910], [2.4165, -5.2483, -1.5439], [4.1301, -3.5631, -1.0126], [3.5255, -1.2797, -0.4174], [-0.3708, -0.0391, 4.2897], [0.4464, -0.1812, 3.0370], [1.7669, -0.2589, 3.1689], [-0.1171, -0.2101, 1.9275], [0.1399, -0.4511, 5.1570], [-1.3283, -0.5345, 4.1513], [-0.5663, 1.0185, 4.4732], [2.2182, -0.2279, 4.0656], [2.3438, -0.2651, 2.3392]],
  "forces_ev_per_angstrom": [[2.97, 2.44, 2.99], [0.22, 0.00, -0.13], [0.07, 0.07, 0.01], [-0.59, 1.12, 0.40], [-0.13, -0.43, -0.17], [-1.05, -3.34, -0.17], [0.25, -0.20, 0.41], [1.09, 0.95, -1.58], [-0.39, -0.46, 0.46], [-1.85, -0.72, 0.10], [-0.01, -0.20, -0.06], [-0.06, 0.01, 0.03], [-0.01, 0.00, -0.04], [0.00, -0.04, -0.01], [0.01, 0.02, 0.23], [-0.09, 0.13, -0.10], [0.02, 0.04, 0.03], [-0.09, 0.03, -0.05], [0.26, -0.04, 0.08], [-0.84, 0.05, -0.26], [0.21, -0.26, 0.06], [-0.08, 0.00, 0.04], [0.34, 0.49, -0.77], [-0.67, -0.05, 0.13], [0.75, 0.28, 0.08], [-0.29, 0.12, 0.07], [0.15, -0.03, 0.00], [-0.16, -0.20, -0.02], [0.08, 0.28, 0.04], [-0.38, -0.05, -0.43], [-0.01, -0.01, 0.00], [0.02, 0.00, 0.04], [0.03, -0.02, -0.03], [-0.04, 0.09, 0.01], [0.04, -0.01, -0.02], [0.02, -0.03, 0.00], [0.00, 0.00, 0.00], [0.01, 0.03, 0.04], [-0.02, 0.03, -0.06], [-0.11, -0.06, -0.11], [0.68, -0.13, 0.38], [-0.17, -0.11, -0.12], [-0.16, 0.10, -1.53], [0.01, 0.00, -0.01], [0.01, -0.03, 0.01], [0.04, 0.02, -0.03], [-0.10, 0.00, 0.09], [0.04, 0.09, -0.04]]
}

***

{
  "formula": "C18H21Cl27N2O4S",
  "method": "ωB97M-V with the def2-TZVPD basis set",
  "lumo_energy_ev": -0.8576,
  "e_homo_ev": -8.6,
  "gap_ha": 0.28627,
  "elements": ["N", "C", "O", "O", "S", "O", "O", "C", "C", "C", "C", "N", "C", "C", "C", "C", "H", "H", "H", "H", "H", "H", "H", "H", "H", "H", "H", "H", "C", "Cl", "Cl", "Cl", "H", "C", "Cl", "Cl", "Cl", "H", "C", "Cl", "Cl", "Cl", "H", "C", "Cl", "Cl", "Cl", "H", "C", "Cl", "Cl", "Cl", "H", "C", "Cl", "Cl", "Cl", "H", "C", "Cl", "Cl", "Cl", "H", "C", "Cl", "Cl", "Cl", "H", "C", "Cl", "Cl", "Cl", "H"],
  "coordinates": [[-2.5477, 0.2802, 0.2224], [-2.9249, -0.5216, -0.5134], [-3.1988, -1.5691, -1.2373], [-2.1891, -1.6269, -2.2733], [-1.3200, -3.1177, -2.1010], [-1.5173, -3.5269, -0.7426], [0.1848, -2.5515, -2.2290], [0.7497, -2.8626, -3.5552], [2.2687, -2.8782, -3.4526], [2.9164, -1.6139, -4.0455], [2.8165, -0.4087, -3.1036], [2.6215, 0.8649, -3.7866], [2.9969, 2.0594, -3.2583], [2.7175, 3.0737, -4.1319], [2.0962, 2.4529, -5.2627], [2.0514, 1.1144, -5.0091], [0.4074, -3.8627, -3.8243], [0.3650, -2.1316, -4.2658], [2.6257, -3.7111, -4.0606], [2.5908, -3.0256, -2.4218], [3.9729, -1.8305, -4.2063], [2.4684, -1.4441, -5.0222], [2.0791, -0.5469, -2.3088], [3.7819, -0.3136, -2.6032], [3.4476, 2.2254, -2.2917], [2.9002, 4.1282, -4.0253], [1.7250, 2.9061, -6.1669], [1.6385, 0.3437, -5.6366], [0.2019, -6.6679, 0.2828], [0.8401, -6.1122, 1.8306], [1.4438, -6.5932, -0.9752], [-0.4432, -8.3022, 0.4212], [-0.6048, -6.0053, -0.0048], [-2.9745, 2.5668, 2.9522], [-2.4466, 1.9356, 4.5092], [-4.6098, 3.2412, 3.0782], [-1.8515, 3.7855, 2.3564], [-3.0008, 1.7504, 2.2404], [-6.0630, 5.9264, 0.9691], [-5.1177, 6.1951, -0.4952], [-6.3567, 7.4443, 1.8179], [-7.5832, 5.1100, 0.5966], [-5.4922, 5.2812, 1.6221], [-0.5583, -5.5290, 5.4698], [-1.8551, -4.4550, 5.9952], [1.0198, -4.8546, 5.8819], [-0.7545, -7.1357, 6.1710], [-0.6137, -5.6229, 4.3930], [6.2371, 3.8896, -6.8768], [4.9087, 3.5486, -5.7638], [6.6265, 5.6126, -6.8893], [7.6672, 2.9382, -6.4463], [5.9343, 3.6038, -7.8754], [8.6323, 4.4059, -3.2592], [7.2765, 4.0598, -2.1832], [8.9902, 6.1326, -3.2834], [10.0572, 3.4738, -2.7946], [8.3485, 4.1055, -4.2585], [-6.6066, 3.5195, 6.1617], [-5.2741, 3.2981, 7.2936], [-7.8448, 2.2856, 6.4004], [-7.3019, 5.1352, 6.3188], [-6.2136, 3.4190, 5.1597], [-11.0918, 1.9333, 9.2362], [-10.5533, 1.3044, 10.7950], [-12.7170, 2.6117, 9.3642], [-9.9550, 3.1268, 8.6135], [-11.1288, 1.1081, 8.5376], [5.2373, -6.7995, 2.5010], [3.9637, -6.5895, 1.3010], [6.5322, -5.6250, 2.2560], [4.5771, -6.6710, 4.1333], [5.6549, -7.7904, 2.3832]],
  "forces_ev_per_angstrom": [[-0.47, 0.32, -0.10], [0.78, -0.66, 0.36], [-0.30, 0.48, -0.19], [0.28, 0.06, 0.08], [0.31, -0.51, -0.15], [0.06, 0.10, 0.20], [-0.79, 0.12, -0.22], [0.16, -0.32, 0.57], [0.16, 0.56, -0.70], [-0.02, -0.38, 0.55], [0.38, 0.20, -0.15], [-0.10, 0.00, 0.09], [0.44, 1.14, 0.41], [-0.91, -0.48, -0.71], [-0.02, 0.21, 0.30], [-0.16, -0.28, -0.24], [-0.15, 0.09, -0.11], [0.12, 0.02, -0.04], [0.00, -0.16, 0.22], [-0.12, -0.17, 0.02], [-0.02, 0.07, -0.20], [0.03, 0.19, 0.02], [-0.25, -0.02, -0.24], [-0.09, -0.05, 0.17], [0.04, -0.66, 0.07], [0.02, -0.01, 0.29], [0.04, 0.13, 0.05], [0.08, -0.11, 0.10], [-0.12, 0.00, 0.11], [-0.27, 0.06, -0.01], [-0.02, 0.06, -0.04], [0.00, 0.03, -0.02], [0.02, 0.03, 0.00], [0.22, -0.02, 0.03], [-0.05, -0.01, -0.02], [-0.08, -0.05, -0.06], [-0.06, -0.02, -0.03], [-0.01, 0.03, -0.04], [-0.03, 0.05, -0.03], [0.00, -0.02, 0.02], [0.01, -0.02, 0.00], [0.01, -0.01, 0.02], [0.04, 0.02, -0.02], [-0.01, 0.01, 0.07], [0.01, 0.00, -0.03], [0.00, -0.01, -0.06], [0.01, 0.00, -0.04], [0.00, 0.00, 0.00], [-0.10, 0.11, 0.21], [0.56, 0.04, -0.42], [0.01, -0.03, -0.02], [0.03, -0.09, -0.11], [0.03, -0.01, 0.00], [-0.01, 0.05, 0.06], [0.00, -0.01, -0.03], [-0.01, -0.02, -0.01], [-0.01, -0.01, -0.02], [0.00, 0.03, 0.02], [-0.01, 0.00, 0.08], [0.01, 0.00, -0.04], [0.28, -0.07, -0.29], [0.00, -0.01, -0.02], [0.00, -0.01, 0.03], [0.00, 0.11, 0.07], [0.00, -0.02, -0.02], [0.00, -0.02, -0.02], [-0.27, 0.02, 0.23], [-0.01, 0.00, 0.00], [-0.01, 0.09, 0.02], [0.33, -0.08, -0.02], [0.01, -0.03, 0.00], [0.00, -0.03, -0.02], [0.00, 0.00, 0.01]]
}

***

{
  "formula": "C18H21ClIN4ORbS2",
  "method": "ωB97M-V with the def2-TZVPD basis set",
  "lumo_energy_ev": -0.0220,
  "e_homo_ev": -6.4,
  "gap_ha": 0.23402,
  "relative_energy_kcal_mol": 5.5,
  "elements": ["Rb", "C", "C", "N", "C", "C", "S", "C", "C", "N", "H", "H", "H", "H", "H", "H", "H", "H", "H", "H", "H", "H", "H", "H", "Cl", "C", "C", "C", "I", "C", "O", "C", "N", "C", "C", "C", "C", "H", "H", "H", "H", "S", "C", "C", "N", "C", "H", "H", "H"],
  "coordinates": [[0.1402, -0.6604, 0.1585], [1.5186, 0.4309, 3.7428], [0.5135, 1.5133, 3.3305], [-0.6498, 0.9820, 2.6270], [-1.7230, 0.4345, 3.4426], [-1.4452, -0.9105, 4.1147], [-0.8213, -2.2427, 3.0351], [0.8461, -2.5314, 3.7069], [2.0149, -1.8639, 2.9765], [1.7828, -0.4738, 2.6384], [1.1248, -0.1447, 4.5774], [2.4207, 0.9258, 4.1235], [1.0163, 2.1902, 2.6359], [0.2407, 2.1026, 4.2191], [-1.0407, 1.7224, 2.0599], [-2.5835, 0.3043, 2.7820], [-2.0369, 1.1260, 4.2416], [-2.3850, -1.2658, 4.5374], [-0.7475, -0.8141, 4.9434], [0.9994, -3.6101, 3.6775], [0.8167, -2.2544, 4.7601], [2.2018, -2.4046, 2.0454], [2.9027, -2.0225, 3.6106], [2.5093, -0.1221, 2.0284], [0.7500, 3.2855, -6.3675], [1.0560, 2.3890, -4.8967], [2.2599, 1.7520, -4.7388], [2.5305, 1.0294, -3.5813], [4.3775, 0.0637, -3.3635], [1.6317, 0.8954, -2.5006], [1.8836, 0.2495, -1.4467], [0.3525, 1.5821, -2.7065], [-0.5554, 1.4781, -1.7011], [-1.7247, 2.0599, -1.8290], [-2.0926, 2.8054, -2.9614], [-1.1967, 2.9333, -3.9822], [0.0734, 2.3188, -3.8918], [2.9999, 1.8178, -5.5249], [-2.4197, 1.9403, -1.0022], [-3.0705, 3.2655, -3.0130], [-1.4411, 3.5013, -4.8697], [-2.0724, -4.4549, -3.0436], [-1.7853, -2.9632, -3.8322], [-1.4202, -2.0256, -2.9239], [-1.3509, -2.4658, -1.6251], [-1.6642, -3.7223, -1.5446], [-1.8959, -2.8633, -4.8985], [-1.1659, -0.9990, -3.1484], [-1.6752, -4.2843, -0.6221]],
  "forces_ev_per_angstrom": [[-0.36, -0.22, 0.29], [-0.10, 0.09, -0.11], [0.07, -0.08, -0.05], [-0.10, 0.12, 0.16], [-0.02, -0.03, -0.04], [0.05, -0.04, -0.12], [0.01, -0.04, 0.16], [-0.07, 0.04, -0.09], [0.07, -0.04, 0.06], [0.10, -0.10, 0.10], [0.00, 0.00, 0.01], [0.01, -0.01, -0.01], [-0.01, 0.02, 0.02], [-0.01, 0.00, 0.00], [0.01, 0.01, -0.04], [-0.01, 0.02, 0.01], [0.01, 0.00, 0.01], [0.00, 0.01, 0.03], [-0.02, 0.02, 0.03], [0.01, -0.01, 0.03], [0.01, -0.02, 0.02], [0.01, 0.02, -0.02], [0.02, 0.01, -0.03], [0.07, 0.00, 0.05], [-0.01, -0.01, 0.03], [0.13, 0.00, -0.14], [-0.12, 0.08, -0.04], [0.17, -0.19, 0.20], [-0.13, 0.10, -0.07], [0.20, 0.06, -0.15], [0.23, 0.21, -0.28], [-0.01, 0.04, 0.02], [-0.12, 0.03, -0.08], [0.15, -0.03, -0.02], [-0.09, 0.03, 0.01], [0.05, 0.02, -0.06], [-0.11, -0.07, 0.19], [0.02, -0.02, 0.01], [-0.03, 0.02, -0.02], [0.01, 0.00, 0.00], [-0.01, 0.00, 0.01], [0.08, 0.08, 0.12], [-0.08, -0.11, 0.00], [0.10, 0.01, -0.01], [-0.03, -0.03, 0.07], [-0.10, -0.06, -0.28], [0.00, 0.05, 0.01], [-0.01, 0.00, 0.00], [-0.02, 0.01, 0.01]]
}